Entry 1:
This record from the Open Molecules 2025 dataset describes C8H18F3I2O4P2STi as an isolated structure in a non-equilibrium geometry. The level of theory is the ωB97M-V functional and the def2-TZVPD basis.

Values from the calculation:
energy relative to the best compared isomer or geometry (same formula, charge and spin): 1.095 eV
HOMO energy (alpha / beta): -14.944 / -14.944 eV
electronic energy: -3441.38196 Ha
total charge: +2
multiplicity: 2
M: 630.9 g mol⁻¹

Cartesian coordinates (Å):
O 1.62748 -0.42302 -0.40565
P 3.07090 -0.30131 0.13276
O -1.64610 -3.06140 -0.62725
H -3.60204 -1.24953 -1.50302
C 4.12987 0.28841 -1.23853
C -2.77882 2.21074 -0.07293
F -2.09382 -3.11129 3.09545
I 1.06019 1.95567 -3.78366
H 2.96054 1.85617 1.09364
C -1.07725 -2.00652 -0.49641
H 3.14961 -2.21736 1.57461
P -2.36766 0.81670 -1.17397
H 4.22150 0.93046 1.86338
H -3.69553 -0.70260 0.20205
H -2.90177 1.86397 0.94651
H -4.71689 0.08544 -1.03911
I 1.10257 3.75110 -1.89949
H 5.17770 0.22590 -0.99074
H 3.91485 -0.29613 -2.11659
O 0.88186 -2.04014 2.36286
H -2.17528 2.20483 -3.16180
H 4.78203 -1.91147 0.87197
C -2.87931 1.46367 -2.79687
H 3.90126 1.36376 -1.38160
H -1.98491 2.97024 -0.13507
C 3.16548 0.87247 1.46990
S -0.41063 -1.48964 1.85688
C 3.65504 -1.95306 0.63973
H -3.86826 1.94355 -2.74188
C -1.67495 -1.81180 3.24859
H -2.93368 0.63764 -3.51824
F -1.08912 -1.71789 4.51359
C -3.73697 -0.36908 -0.84526
H 2.54488 0.56404 2.28104
Ti -0.32795 -0.43346 -0.26798
H -3.75145 2.63848 -0.44215
O -0.38080 0.07584 1.48749
H 3.45274 -2.63367 -0.18200
F -2.70532 -0.98968 3.17977

=====

Entry 2:
This record from the Open Molecules 2025 dataset describes C23H23ClN2O3Tl as an isolated structure in a non-equilibrium geometry. The level of theory is the ωB97M-V functional and the def2-TZVPD basis.

Values from the calculation:
energy relative to the best compared isomer or geometry (same formula, charge and spin): 1.313 eV
HOMO energy: -1.439 eV
electronic energy: -1858.13599 Ha
total charge: -1
M: 615.3 g mol⁻¹

Cartesian coordinates (Å):
C -3.27654 -3.46904 -0.57595
H -3.30015 4.32785 1.66510
C 5.17287 0.15262 0.93664
C 2.94566 -2.98710 1.16958
H -6.36110 -5.71109 0.06033
C -1.95141 3.07563 0.55064
O 1.82998 1.98130 0.35446
H -1.18673 3.74463 2.40865
H -4.07889 -6.66807 0.18095
H 3.10257 -0.40068 1.06041
C 3.72433 -0.26999 -0.98661
C -2.73789 2.22607 -1.43474
Cl 2.18144 -0.81749 -1.63139
H 4.43716 -2.63364 -0.33616
C -4.21847 -5.62082 -0.05233
H 1.10739 4.11312 1.84333
H -4.68130 -1.86774 -0.82250
H 4.34418 0.54140 -2.83830
C 3.98408 -0.64658 0.44671
H 0.12033 4.89834 0.61088
H 0.57913 2.94394 -0.91261
H -5.12678 4.11854 -0.00266
H 5.35463 0.12690 2.00807
C -0.81671 3.19604 1.54030
H 6.89284 1.31036 0.53273
H 2.61218 2.18168 0.88148
H -2.11072 -5.23268 -0.22516
C -3.15855 3.73360 0.77164
C 0.43076 3.92464 1.00469
Tl 0.40401 -0.59180 0.64439
C -5.66261 -3.73048 -0.39062
C -4.18061 3.61521 -0.15761
H -0.51671 2.20068 1.87779
H 4.99448 -2.39192 1.30748
C -3.11248 -4.82725 -0.28056
H -4.73451 2.73396 -2.04656
C -5.49831 -5.08230 -0.11304
C 5.79928 0.91820 -1.28775
H 2.01113 3.86866 -0.44423
C 4.16757 -2.18565 0.62261
H -2.51396 1.61034 -2.29938
C 4.59953 0.38907 -1.79335
O 3.08973 -4.21155 1.28593
H 6.50652 1.40573 -1.94692
C -4.56549 -2.92470 -0.61927
C -2.14702 -2.64737 -0.81360
N -1.75935 2.32605 -0.53903
C 1.22794 3.19426 -0.08005
O 1.90447 -2.31920 1.48098
H -6.65435 -3.29844 -0.42417
C -3.96800 2.84498 -1.29045
C 6.02380 0.81533 0.10523
N -1.22937 -1.98355 -1.00598

=====

Entry 3:
This record from the Open Molecules 2025 dataset describes C18H27N3NiO4PS2 as an isolated structure. The level of theory is the ωB97M-V functional and the def2-TZVPD basis.

Values from the calculation:
energy relative to the best compared isomer or geometry (same formula, charge and spin): 0.000 eV
HOMO energy (alpha / beta): -4.600 / -7.388 eV
electronic energy: -3813.46649 Ha
total charge: 0
multiplicity: 4
M: 503.2 g mol⁻¹

Cartesian coordinates (Å):
H 5.51514 0.73171 2.64272
N -2.21191 3.53440 -2.65447
H -1.82198 2.12687 0.47080
C 3.38011 0.49274 2.45720
H 4.96566 1.10484 -2.09767
H -0.03717 2.30425 -1.83501
C 1.60318 0.64426 -1.99125
C -3.32077 2.79981 -1.94370
H -2.33944 0.91625 -2.11897
H -1.72867 2.88685 -3.29399
C 2.15196 -3.25618 1.99825
C 4.66869 0.68766 1.97001
C -0.58157 2.79465 -1.03036
H -3.43474 1.00624 -0.73767
H 0.15382 3.05394 -0.27162
H 3.21326 0.38598 3.52199
C -4.38711 -4.20283 2.22918
H -4.87321 -3.78893 3.11205
H 5.84273 0.98588 0.19826
C -2.88859 -4.07382 2.33946
C 3.78048 0.77108 -0.29216
H -4.07483 2.53623 -2.68333
O -0.20317 -2.87628 1.90126
H 1.31347 0.26498 1.98983
H 2.22813 -2.60068 2.86447
H 2.01176 -4.28352 2.33433
C -1.21466 4.03152 -1.63785
C 1.00667 -2.81289 1.12225
Ni -0.52247 -0.09697 -0.35574
C 2.46775 0.55806 0.20454
H -0.47844 4.63798 -2.16252
N -1.54151 1.84795 -0.46383
N 1.37268 0.46974 -0.63188
C 4.85132 0.82689 0.60637
H -2.58130 4.30257 -3.21081
H -2.48847 -4.61624 3.19661
H -1.78106 4.65269 -0.94312
O -2.55423 -2.67972 2.54129
O -0.62445 0.02579 -2.32657
C 2.87084 0.89310 -2.51678
H -4.67061 -5.25194 2.13955
H -2.39147 -4.44576 1.44075
C -2.70130 1.56757 -1.31530
H 2.94040 1.02538 -3.58826
P -1.49838 -2.00980 1.56803
C 0.43494 0.54566 -2.88355
H -4.75117 -3.67170 1.35020
H 1.16315 -1.78429 0.77938
S -1.92480 -2.10316 -0.37410
C 2.30352 0.43309 1.59251
C 3.97036 0.94196 -1.70739
O 0.42663 1.00431 -4.03433
H 0.86520 -3.44744 0.24568
H 3.08921 -3.19550 1.44456
S -1.22637 -0.11209 2.07542
H -3.73724 3.51689 -1.23470

=====

Entry 4:
This record from the Open Molecules 2025 dataset describes a 5-piece molecular cluster, C22H57N3O7 overall in a non-equilibrium geometry. The level of theory is the ωB97M-V functional and the def2-TZVPD basis.

Values from the calculation:
HOMO energy (alpha / beta): 0.902 / -6.071 eV
electronic energy: -1563.05354 Ha
total charge: -1
multiplicity: 2
M: 475.7 g mol⁻¹

Cartesian coordinates (Å):
H 1.47887 2.77408 4.59405
O 0.65464 2.15905 0.22180
H 0.57191 3.97960 1.01662
C 6.62881 -1.43189 2.56986
H -3.13765 -0.69606 -6.12569
H -1.06279 0.24202 2.79316
C -1.02156 0.91463 -7.05403
H -1.59489 2.11630 1.48963
O 5.69464 -0.56237 1.94799
H -6.42670 -0.41599 -0.89344
H -1.92319 3.73786 1.74623
N -4.06209 -0.24876 -3.44754
H 4.28872 0.99060 5.83395
H -4.68604 0.80401 -5.09076
H 4.22244 -0.37361 3.32692
O 1.85664 0.20009 4.63929
C -4.86088 0.49631 0.95716
H 2.62366 0.34110 -0.52512
H 3.39778 -0.57490 6.16937
C -5.40137 -0.38725 -1.26220
H -0.71281 5.02165 -0.73668
H 3.10366 -2.87485 -2.07414
H 1.84501 -2.89464 -4.26838
H -3.61625 1.65311 -4.26501
H 0.13889 1.37010 0.03971
C 2.17447 1.12680 5.66270
H 3.22113 2.65604 4.50915
H 2.36740 -1.29045 -4.38638
H 6.62196 -2.49644 2.33581
H 2.25458 -0.25291 1.73234
H -1.04257 -1.01999 3.93501
C 2.73418 -1.58389 -0.39276
H -1.90354 -0.65876 -4.89564
H -0.26879 -0.68763 0.34031
H -4.47916 -0.42057 1.40630
H -5.90312 0.50618 1.27610
H -5.07372 -1.42252 -1.16754
H -0.95214 -4.23536 -1.00267
C -2.61268 -0.03324 -5.43781
H 0.38456 -3.17921 -1.07795
C 3.42971 0.50689 6.29895
C 1.54577 -1.88501 -3.98696
O -2.03005 1.03278 -6.17837
C -1.21991 -1.15026 0.60382
H -0.43520 -1.99667 -1.95317
C -5.26561 0.07204 -2.73275
C -3.73865 0.61827 -4.58476
H 6.46408 -1.40854 3.64709
C -0.46996 -3.42954 -0.44927
H -0.64603 1.88066 -7.39147
H -2.53191 -0.60341 2.92326
H 1.71405 -1.67222 -0.01908
H -0.27487 0.23591 -6.64187
H 3.35114 0.63878 7.37809
H 2.27165 3.15773 6.06209
H -6.10950 -0.31333 -3.30498
H 1.32241 1.03428 6.33615
H -1.17535 0.59305 -8.08410
H 3.27566 -2.39864 0.08796
H 0.05409 3.81134 -1.58126
C -1.07689 3.05272 1.69675
H -2.03393 -0.42563 0.58384
H -3.24010 -0.49742 -2.91593
H -5.33067 1.15459 -2.62334
H 0.61064 -1.75170 -4.53088
H -1.60637 3.47350 -1.02237
C 2.36792 2.53060 5.17578
C 3.27816 -0.03364 1.42853
N 3.20990 -0.30184 -0.01224
O -4.75881 0.55951 -0.45492
H -0.62113 3.02802 2.68658
H 7.63909 -1.03425 2.47328
C 4.34670 -0.82539 2.34277
H 1.79143 -0.62337 5.12844
O -1.07958 -1.68923 1.94098
H -4.39197 1.35210 1.44279
O 1.45718 -1.59225 -2.59348
H -0.34875 -3.85737 0.54590
C -1.46406 -2.20092 -0.57432
H -2.48077 -2.58601 -0.49625
N -1.39118 -1.67623 -1.89379
C -0.65338 3.93355 -0.76110
C 2.68460 -1.88244 -1.90794
H 4.18583 -1.90345 2.34051
H -1.23891 -0.68000 -1.82711
H 3.27518 1.01428 1.72845
C -1.45406 -0.76167 2.95928
C -0.12808 3.29375 0.53941
H 3.39827 -1.14197 -2.26913

=====

Entry 5:
This record from the Open Molecules 2025 dataset describes the molecule C2H3FO2S in a non-equilibrium geometry. The level of theory is the ωB97M-V functional and the def2-TZVPD basis.

Values from the calculation:
energy relative to the best compared isomer or geometry (same formula, charge and spin): 1.735 eV
HOMO energy: -9.806 eV
electronic energy: -726.46834 Ha
total charge: 0
M: 110.1 g mol⁻¹

Cartesian coordinates (Å):
O -1.13450 -0.31095 -0.17807
H -0.59137 -1.03910 -1.80175
F -0.02698 -0.24991 2.13837
O -2.15637 1.06333 1.72291
H 2.06492 -0.20127 -1.41211
C 1.17722 -0.05886 -0.72595
S -0.86657 0.83582 1.13217
C -0.07717 -0.50145 -0.99578
H 1.61082 0.46239 0.12021

=====

Entry 6:
This record from the Open Molecules 2025 dataset describes the molecule C20H24FN3O2. The level of theory is the ωB97M-V functional and the def2-TZVPD basis.

Values from the calculation:
energy relative to the best compared isomer or geometry (same formula, charge and spin): 0.111 eV
HOMO energy: -7.998 eV
electronic energy: -1191.16810 Ha
total charge: 0
SMILES: CCN(CC)CCNC(=O)c1ccc(NC(=O)c2ccc(F)cc2)cc1
M: 357.4 g mol⁻¹

Cartesian coordinates (Å):
C 2.07760 -3.39566 2.59085
H 3.13173 -3.35800 2.85312
H 1.42157 -3.97693 -2.05586
C 2.19618 -3.21328 -2.00459
H 0.08719 2.75053 -1.80537
H 2.37791 -5.74784 1.44377
C -1.32673 -0.42607 -0.15419
H 3.92762 -4.31527 -1.36561
C -3.67371 5.39178 0.48500
N 1.51748 -1.96770 -1.74295
H -1.91457 8.69442 1.44636
N -1.86385 3.18999 -0.00209
H 2.16752 -2.18894 0.83097
H 2.69803 -3.14411 -2.97630
C -1.82929 0.80877 0.19249
H -1.72494 -1.32777 0.28538
C 0.20469 0.61890 -1.67282
H -2.62758 0.88321 0.91818
H 1.52629 -6.08147 -1.46136
H 0.44977 -5.33852 -0.27263
C 2.51614 -5.49798 0.39025
C -2.30270 5.52675 0.28233
C 1.91009 -3.22130 1.08196
F -4.45620 8.60430 1.92607
H 1.02059 -6.99058 -0.04285
C -2.38901 7.76495 1.17506
H 0.85499 -3.37755 0.81487
H 1.66681 -4.34133 2.93282
H -2.62350 3.11329 0.66039
H 0.97268 0.56056 -2.43060
C -4.40367 6.43002 1.03380
H 3.84872 -2.66365 -0.73750
O -0.50432 4.71297 -1.02908
C -1.31463 1.96728 -0.39064
H 2.08238 -1.13518 -1.69079
H -4.19153 4.49214 0.18468
N 2.81095 -4.08097 0.33587
C 3.25721 -3.56807 -0.93342
H 3.41139 -6.02738 0.04669
H -0.61641 6.82162 0.42579
C -1.67443 6.72459 0.61473
C 0.21109 -1.90491 -1.39435
C -0.29079 -0.53733 -1.07830
C -1.46058 4.45363 -0.33027
O -0.50026 -2.89097 -1.32100
C 1.30094 -6.00252 -0.40056
C -3.74750 7.59817 1.38078
H 1.55627 -2.59440 3.10905
C -0.30011 1.86071 -1.33872
H -5.46752 6.34713 1.19059

=====

Entry 7:
This record from the Open Molecules 2025 dataset describes C34H43GeMnN4O5 as an isolated structure in a non-equilibrium geometry. The level of theory is the ωB97M-V functional and the def2-TZVPD basis.

Values from the calculation:
energy relative to the best compared isomer or geometry (same formula, charge and spin): 0.000 eV
HOMO energy (alpha / beta): -10.752 / -10.752 eV
electronic energy: -5144.48198 Ha
total charge: +1
multiplicity: 6
M: 715.3 g mol⁻¹

Cartesian coordinates (Å):
C -7.12896 -20.56660 -7.65341
C 1.37365 -16.92096 -11.76898
C -6.12547 -14.77457 -4.29932
C 2.18429 -18.84723 -10.57994
C 2.42283 -17.76404 -11.43539
H -1.81405 -15.76379 -8.72861
C -4.61420 -14.70125 -10.26143
H -7.00040 -14.93876 -3.65546
H 3.43085 -17.62125 -11.80662
N -6.61530 -16.21282 -7.60627
H -7.66715 -13.29864 -6.50836
C -7.69020 -20.60173 -5.30975
H -8.97103 -15.00158 -9.07261
C 0.10255 -17.09632 -11.18137
O -7.44829 -17.76392 -10.37665
C -2.70868 -19.99126 -10.75317
C -3.38652 -20.70294 -12.98046
H -6.36523 -22.92459 -5.51469
H -2.43158 -18.83728 -12.57511
H -4.55305 -17.95564 -11.21652
H -11.29916 -19.07694 -11.81361
C -3.78073 -22.14240 -11.10835
C 0.90108 -19.03967 -10.03988
H -7.92279 -19.57295 -5.54736
H -0.69074 -16.43516 -11.47648
C -7.89611 -14.76795 -9.10650
H -9.71440 -16.94014 -12.83653
C -7.22262 -14.27769 -6.63158
H -6.19681 -23.00737 -7.23601
H -3.13130 -13.70829 -9.10939
C -1.68777 -19.12641 -7.72370
C -3.44631 -14.65892 -9.52834
H -8.57840 -21.12701 -4.96901
N -7.14324 -21.25094 -6.52691
H -10.18805 -20.35464 -11.33322
C -4.14781 -19.14331 -7.05867
H -6.97215 -20.65385 -4.52699
C -3.09218 -17.04449 -9.89064
C -6.53102 -15.05153 -5.70319
H -4.24865 -22.63721 -13.15989
H 2.98978 -19.52484 -10.32671
H -8.67311 -20.53577 -9.79495
H -5.19345 -13.80919 -10.40454
N -9.37198 -18.40527 -11.36637
O -6.60228 -20.23858 -9.97139
H -7.76625 -13.72081 -9.38609
H -9.02898 -16.34747 -11.31050
C -6.85029 -22.67549 -6.43939
C -2.81820 -19.75026 -12.13241
H -4.15860 -23.09835 -10.76614
H -7.78344 -23.24738 -6.48690
C -9.72812 -17.04262 -11.74241
C -3.19143 -21.21117 -10.25136
N -6.21830 -16.21490 -6.32293
Mn -6.21109 -18.01054 -8.71248
H -7.97670 -20.72292 -11.41364
C -7.93322 -20.14023 -10.47265
C -2.72818 -15.84011 -9.29171
O -4.74806 -18.63121 -6.09357
H -10.03225 -19.61070 -12.92524
H -0.80179 -19.76378 -7.66735
H -1.37969 -18.22065 -7.20687
H -6.97998 -22.12817 -9.21067
C -4.24715 -17.05815 -10.68216
H -5.68547 -17.03066 -5.97560
Ge -1.95985 -18.60455 -9.62377
H -5.81101 -13.74063 -4.17345
H -5.32793 -15.44088 -4.00730
O -4.59271 -19.14233 -8.25723
H -2.93738 -20.85750 -7.18385
H -5.41590 -21.36668 -8.80429
H 1.49468 -16.06652 -12.44040
C -2.81559 -19.81017 -6.89531
H -5.88487 -15.92305 -11.48561
H -2.56310 -19.75422 -5.83691
C -6.48785 -21.19471 -8.93305
C -7.28040 -15.05085 -7.78910
C -3.88169 -21.88580 -12.47452
C -10.26350 -19.43191 -11.87854
C -8.24266 -18.66861 -10.73393
H -3.43241 -20.52765 -14.05598
H -7.46754 -15.38944 -9.90128
H -10.72276 -16.79166 -11.38850
C -0.16779 -18.16175 -10.32785
H -3.09363 -21.45612 -9.19854
H 0.76740 -19.88222 -9.36370
O -7.58661 -19.40040 -7.73622
C -5.00184 -15.89896 -10.85256

=====

Entry 8:
This record from the Open Molecules 2025 dataset describes a 2-piece molecular cluster, C2H7NO3 overall in a non-equilibrium geometry. The level of theory is the ωB97M-V functional and the def2-TZVPD basis.

Values from the calculation:
energy relative to the best compared isomer or geometry (same formula, charge and spin): 7.023 eV
HOMO energy (alpha / beta): -9.446 / -7.896 eV
electronic energy: -360.65556 Ha
total charge: 0
M: 93.1 g mol⁻¹

Cartesian coordinates (Å):
O 2.11448 -0.36652 -1.66058
H 2.96607 -1.36626 0.23070
C -2.23738 0.25020 0.43969
O -0.99753 -0.16192 -0.04293
H -2.21854 0.51205 1.50656
C 1.48271 -0.47238 -0.57538
H -2.91649 -0.61159 0.33510
H 0.39448 1.45720 -0.76896
O 2.12094 -1.03321 0.56225
N 0.67557 0.78558 -0.06855
H 0.48669 -1.07010 -0.72220
H 0.79935 1.00425 0.91067
H -2.67034 1.07269 -0.14639